Molecular formula: C14H15AuN4SSe
Method: DFT, ωB97M-V/def2-TZVPD

Highest occupied orbital energy in Eh: -0.245
Frontier orbital gap in eV: 6.56
Net charge: 0
Spin multiplicity: 1
Calculated total energy in a.u.: -3696.81104

Last column: natural (NBO) charge in e.
Cartesian coordinates (Å):
Au1 -0.98106 -0.89793 -0.23338  0.4648
C1 2.44036 0.63868 -3.05976  -0.6842
C2 1.04341 0.41816 -2.55741  0.2408
N1 0.49332 -0.70799 -2.35638  -0.2273
N2 1.06517 -1.89836 -2.60197  -0.4258
C3 0.36063 -3.01776 -2.27864  0.2996
N3 0.92621 -4.17221 -2.69031  -0.7813
S1 -1.11051 -3.03723 -1.46972  -0.1760
C4 0.20218 1.58611 -2.15347  0.1397
C5 0.71964 2.87413 -2.11193  -0.2350
C6 -0.09599 3.90831 -1.68010  -0.1631
C7 -1.39829 3.62454 -1.31510  -0.2403
C8 -1.83006 2.30731 -1.39216  0.0674
N4 -1.05394 1.30919 -1.79142  -0.4178
H1 2.88083 -0.26528 -3.47681  0.2036
H2 3.07709 0.97358 -2.23765  0.2475
H3 2.45795 1.40224 -3.83672  0.2392
H4 1.97906 -1.98342 -3.02825  0.3715
H5 1.89279 -4.21441 -2.96567  0.3915
H6 0.49045 -5.02372 -2.38065  0.4220
H7 1.74868 3.06610 -2.38443  0.2155
H8 0.28742 4.91855 -1.62149  0.2196
H9 -2.06810 4.40037 -0.97031  0.2238
H10 -2.83820 2.03423 -1.10324  0.2021
Se1 0.03320 0.54721 1.44700  -0.3506
C9 -0.52449 -0.20209 3.12616  -0.1536
C10 -1.87389 -0.32074 3.45281  -0.2413
C11 -2.25630 -0.83713 4.68297  -0.2084
C12 -1.29888 -1.23503 5.60742  -0.2355
C13 0.04542 -1.10999 5.29020  -0.2081
C14 0.43219 -0.59736 4.05742  -0.2496
H11 -2.62018 -0.00881 2.73413  0.2164
H12 -3.31007 -0.92427 4.91951  0.2064
H13 -1.60033 -1.63702 6.56628  0.2069
H14 0.80249 -1.41499 6.00310  0.2059
H15 1.48182 -0.50294 3.80997  0.2138

Molecular formula: C14H15Br2F9N3O3S2
Method: DFT, ωB97M-V/def2-TZVPD

Highest occupied orbital energy in Eh: -0.437
SMILES: C/C(Br)=C(/Br)[C@H]1NC(NCCCS)=[N+](S(=O)(=O)C(F)(F)C(F)(F)C(F)(F)F)[C@]1(F)CC(=O)F
Frontier orbital gap in eV: 7.45
Net charge: +1
Spin multiplicity: 1
Calculated total energy in a.u.: -7775.37152

Last column: natural (NBO) charge in e.
Cartesian coordinates (Å):
C1 4.12398 0.98745 1.56549  -0.6815
C2 4.70104 0.60192 0.23562  -0.0505
Br1 6.48308 1.10512 0.02866  0.1637
C3 4.04324 -0.06235 -0.72295  -0.1700
Br2 4.87200 -0.52784 -2.35668  0.1197
C4 2.62871 -0.53080 -0.67882  -0.1253
N1 2.13194 -1.07577 0.60464  -0.6111
C5 0.78865 -1.23697 0.22967  0.7291
N2 0.14584 -2.31961 0.48161  -0.4201
C6 -1.22010 -2.68250 0.06481  -0.2407
C7 -2.15512 -2.84365 1.26483  -0.4310
C8 -3.60886 -2.57404 0.89974  -0.5320
S1 -4.47113 -4.00485 0.20807  0.0003
N3 0.32659 -0.16683 -0.52884  -0.7298
S2 -1.18456 0.50790 -0.07162  2.2254
O1 -1.42050 -0.06101 1.21666  -0.9058
O2 -2.12260 0.37707 -1.13015  -0.8408
C9 -0.95497 2.32588 0.19095  0.4330
F1 -0.07307 2.54610 1.17007  -0.2824
F2 -0.52426 2.85378 -0.95869  -0.2813
C10 -2.32039 3.03407 0.53807  0.5569
F3 -3.11842 2.98478 -0.53224  -0.2736
F4 -1.94973 4.30824 0.77453  -0.2785
C11 -3.09693 2.50991 1.78258  0.9254
F5 -2.25158 2.18550 2.75877  -0.2979
F6 -3.80849 1.43498 1.44520  -0.2983
F7 -3.91351 3.46289 2.19974  -0.2779
C12 1.50287 0.49683 -1.14224  0.5408
F8 1.75311 1.70899 -0.57777  -0.3283
C13 1.53479 0.58003 -2.66595  -0.5880
C14 0.47344 1.39319 -3.34876  0.8628
O3 0.57833 2.51343 -3.67775  -0.4758
F9 -0.61374 0.68206 -3.59334  -0.3162
H1 3.97931 0.09320 2.17191  0.2336
H2 4.79330 1.63556 2.11370  0.2659
H3 3.17064 1.50185 1.46570  0.2269
H4 2.55284 -1.36699 -1.37112  0.2365
H5 2.08576 -0.34504 1.31838  0.4042
H6 0.67488 -2.99488 1.02263  0.4523
H7 -1.57287 -1.97695 -0.67674  0.2278
H8 -1.12196 -3.64569 -0.43163  0.2409
H9 -1.83673 -2.20794 2.08614  0.2334
H10 -2.07506 -3.87063 1.61492  0.2294
H11 -3.71259 -1.70540 0.25658  0.2265
H12 -4.15350 -2.34949 1.81256  0.2464
H13 -4.04944 -3.90077 -1.05560  0.1147
H14 1.51286 -0.43143 -3.05918  0.2541
H15 2.47287 1.05070 -2.94218  0.2871

Molecular formula: C14H15BrN2O4
Method: DFT, ωB97M-V/def2-TZVPD

Highest occupied orbital energy in Eh: -0.341
SMILES: CCOC(=O)CN[C@@H]1CC(=O)N(c2ccc(Br)cc2)C1=O
Frontier orbital gap in eV: 9.19
Net charge: 0
Spin multiplicity: 1
Calculated total energy in a.u.: -3526.64366

Last column: natural (NBO) charge in e.
Cartesian coordinates (Å):
C1 2.25610 1.26992 -1.83066  -0.5859
C2 1.22019 2.09800 -2.27700  -0.0560
O1 0.89569 2.94610 -1.26817  -0.5774
C3 -0.29749 3.89223 -1.36138  0.7982
O2 -0.93059 4.12663 -2.45848  -0.5655
C4 -0.44908 4.61378 0.01007  -0.3464
N1 0.18053 4.17741 1.22179  -0.5597
C5 -0.61629 3.07549 1.89360  -0.1671
C6 0.14399 2.61311 3.01945  -0.4742
C7 0.65887 1.14479 2.61486  0.6970
O3 1.70917 0.50355 2.93712  -0.5562
N2 -0.03129 0.84950 1.28078  -0.4602
C8 -0.07742 -0.54891 0.93424  0.0805
C9 -0.54431 -0.52418 -0.45838  -0.1511
C10 -0.33849 -1.74313 -1.11472  -0.2612
C11 -0.29514 -2.81020 -0.24512  0.0801
Br1 -0.13100 -4.60663 -1.37615  -0.0952
C12 0.07849 -2.82273 1.10849  -0.2431
C13 -0.04672 -1.51365 1.65997  -0.2064
C14 -0.99738 1.91312 1.30193  0.6387
O4 -1.71840 1.92382 0.34688  -0.5375
H1 2.00715 0.63710 -1.21788  0.1981
H2 3.15016 1.93243 -1.44449  0.1910
H3 2.67978 0.71694 -2.50025  0.2183
H4 0.41000 1.52884 -2.62653  0.1770
H5 1.58814 2.93801 -3.01626  0.1714
H6 -0.13293 5.66671 -0.21423  0.2461
H7 -1.67524 4.56046 0.15806  0.2525
H8 1.07080 3.77744 1.06155  0.3785
H9 -1.61666 3.53728 2.28256  0.2365
H10 -0.32343 2.38540 3.81237  0.2262
H11 1.05348 3.21191 3.19703  0.2510
H12 -0.78183 0.41044 -1.11461  0.2635
H13 -0.61635 -1.94265 -2.01343  0.2184
H14 0.35557 -3.78147 1.58395  0.2576
H15 0.58461 -1.51370 2.81507  0.2627

Number 1: lowest unoccupied orbital energy -0.10 eV. Number 2: lowest unoccupied orbital energy -4.44 eV. Number 3: lowest unoccupied orbital energy -0.08 eV.